18
Properties=species:S:1:pos:R:3:forces:R:3:mulliken_charge:R:1 method="wB97M-V/def2-TZVPD" total_charge=0 smiles="C1=C[C@H]2C=C[C@@H]1CC2" homo_ev=-8.44 lumo_ev=1.06 largest_force_ev_per_a=5.92 e_above_lowest_ev=4.3659 molar_mass_g_mol=106.17
C 0.20243 -0.35628 -1.55882 -1.0435 5.3374 -1.5344 -0.915
C -0.79210 0.90309 -1.04308 2.6896 -2.1387 0.4821 -0.926
C -0.70060 1.02392 0.50266 -0.5762 -0.1799 0.1206 0.058
C 0.73068 1.09113 0.80862 5.5399 0.7999 -1.9225 -0.794
C 1.42408 0.06090 0.26843 -0.4780 -0.7658 2.3278 -0.339
C 0.59250 -1.06794 -0.33839 2.7908 0.1608 1.1461 0.267
C -0.49973 -1.48875 0.57387 -1.4738 5.1087 2.2968 -0.827
C -1.01549 -0.32933 1.17309 -1.9663 -1.5470 0.4293 -0.270
H 0.82192 0.23987 -2.38573 0.1954 -1.6886 2.5203 0.255
H -0.32147 -0.93135 -2.18725 -2.5333 -2.4218 -2.1999 0.386
H -1.77215 0.69450 -1.36228 -1.2478 0.2394 -0.5536 0.410
H -0.28744 1.77718 -1.41318 -0.5755 0.5915 -0.5462 0.443
H -1.17839 1.99108 0.79737 -0.2934 -1.3161 0.3038 0.389
H 1.46224 1.97860 0.89272 -1.9471 -0.7774 0.7733 0.278
H 2.45655 -0.30666 0.38613 -0.1605 1.4843 -0.2049 0.394
H 1.37369 -1.79104 -0.37597 -0.0304 -1.4294 -1.0543 0.548
H -0.59925 -2.37450 1.14418 0.1450 -1.0955 -0.1687 0.385
H -1.60633 -0.29808 2.18576 0.9650 -0.3618 -2.2156 0.258



40
Properties=species:S:1:pos:R:3:forces:R:3:mulliken_spin:R:1 method="wB97M-V/def2-TZVPD" total_charge=+3 spin_multiplicity=5 homo_ev="-17.74 / -18.55" lumo_ev="-11.01 / -13.38" largest_force_ev_per_a=2.35 molar_mass_g_mol=464.67
Pd 0.27944 0.37936 0.35279 1.8416 -1.4534 -0.1167 1.369
C -4.22425 0.57968 -2.74449 -0.1234 -0.0182 0.0525 0.275
C -3.86925 0.11232 -1.46210 0.1051 -0.0233 0.2471 0.042
C -2.56806 -0.18363 -1.18464 -0.0346 -0.2671 -0.1567 0.120
C -1.54890 -0.03070 -2.18911 -0.2758 -0.0677 -0.2972 0.186
C -1.92554 0.47485 -3.47244 0.0002 0.3169 0.0426 0.123
C -3.23764 0.74204 -3.74105 0.2977 0.0495 -0.2450 0.069
N -0.26161 -0.31973 -1.84844 -0.4216 0.3523 0.4369 0.414
C 0.72112 -0.76963 -2.62310 0.0411 -0.0335 0.2443 0.171
C 0.55054 -1.35751 -3.90987 0.1068 -0.1777 -0.1340 0.120
C 1.64751 -1.68052 -4.65372 -0.2893 -0.0141 -0.0204 0.019
C 2.96561 -1.49903 -4.15183 0.0311 -0.0454 -0.1701 0.234
C 3.17380 -1.03743 -2.86651 -0.2548 0.1800 0.5596 -0.026
C 2.07262 -0.71833 -2.07437 0.5523 -0.2893 -1.1885 0.157
N 2.14076 -0.44421 -0.73952 -1.1070 0.9258 1.6973 0.050
N 3.19991 -0.50986 -0.09091 0.5838 -0.5402 -1.2715 0.173
C 3.14786 -0.38646 1.26608 -0.0702 0.2015 1.1738 0.014
C 4.30192 -0.64564 2.00440 -0.2610 0.0360 -0.6156 0.065
C 4.22119 -0.64732 3.39013 -0.0657 0.0109 0.4103 -0.027
C 3.00818 -0.37876 3.99650 0.1122 -0.0116 -0.2419 0.058
C 1.89957 -0.09006 3.18790 0.0802 0.0492 0.2446 0.013
N 1.96690 -0.09224 1.87133 -0.7092 0.2930 -0.5277 0.151
H -5.25646 0.82296 -2.96311 -0.0056 -0.0293 -0.0191 0.000
H -4.63513 -0.01793 -0.70908 0.0028 -0.0197 -0.0094 0.005
H -2.29332 -0.60819 -0.22632 -0.0102 0.0035 0.0293 -0.004
H -1.16410 0.68357 -4.21070 0.0042 -0.0813 -0.0421 -0.003
H -3.52420 1.09439 -4.72363 -0.0131 0.0294 0.0187 0.005
H -0.44512 -1.54975 -4.28213 -0.0097 0.0662 -0.0508 -0.005
H 1.51278 -2.08820 -5.64775 0.0308 -0.0183 0.0134 0.004
H 3.81065 -1.77280 -4.77030 0.0011 0.0336 -0.0092 -0.001
H 4.17001 -0.95097 -2.45464 0.0039 -0.0479 0.0031 0.007
H 5.21909 -0.86441 1.47404 0.0118 -0.0140 0.0364 0.001
H 5.09541 -0.86626 3.98922 0.0188 0.0171 -0.0271 0.001
H 2.89898 -0.37271 5.07214 0.0063 -0.0121 0.0023 0.001
H 0.94844 0.15914 3.64189 -0.0118 -0.0251 -0.0454 0.007
Cl -1.15061 1.54726 2.12607 -0.3468 0.0332 0.1498 0.070
C -0.48761 3.11303 1.59064 -0.1769 0.1913 0.2179 -0.010
Cl 0.58833 2.77449 0.21077 0.2816 0.5777 -0.2907 0.148
H 0.08390 3.56742 2.39380 0.0731 -0.1090 -0.0064 0.003
H -1.29922 3.75731 1.26795 0.0000 -0.0691 -0.0943 0.003



10
Properties=species:S:1:pos:R:3:forces:R:3:mulliken_charge:R:1 method="wB97M-V/def2-TZVPD" total_charge=0 smiles="C=CO.S" homo_ev=-9.77 lumo_ev=0.72 largest_force_ev_per_a=2.19 e_above_lowest_ev=0.8883 molar_mass_g_mol=78.14
S -0.54053 -5.01726 0.93489 -0.0040 -0.0035 0.0059 -0.281
H -1.31294 -5.36019 -0.10262 -0.0073 -0.0121 -0.0046 0.142
H -0.39033 -3.76967 0.47519 0.0150 0.0234 -0.0060 0.140
C 0.48201 2.91537 -0.36800 -0.7434 1.9005 0.7946 -0.555
C -0.06640 1.72525 -0.41036 0.9944 -1.5715 -0.7576 -0.070
O 0.69135 0.59774 -0.06490 -0.2958 -0.0030 0.7353 -0.498
H -0.05975 3.84295 -0.56794 -0.1897 -0.5445 -0.4598 0.242
H 1.40983 3.15341 0.13157 0.3358 -0.6304 -0.0771 0.239
H -0.95630 1.37543 -0.93078 -0.1985 0.7735 0.2260 0.325
H 0.74306 0.53697 0.90296 0.0936 0.0675 -0.4568 0.317



81
Properties=species:S:1:pos:R:3:forces:R:3:mulliken_spin:R:1 method="wB97M-V/def2-TZVPD" total_charge=-1 spin_multiplicity=2 homo_ev="-3.44 / -3.50" lumo_ev="2.35 / 2.29" largest_force_ev_per_a=1.42 e_above_lowest_ev=1.3187 molar_mass_g_mol=791.45
Cu -0.36147 -1.47090 0.11208 0.0717 -0.0943 0.5135 -0.008
S -2.66368 0.92565 -0.48734 -0.1515 -0.2735 0.1936 0.001
P -0.84542 1.58358 -0.83825 1.0122 0.3673 -0.2879 0.000
C 0.67646 1.12940 -0.03987 -1.0650 -0.2944 0.8847 -0.015
P 0.59530 1.04995 1.74799 0.0487 0.4452 -0.7402 0.072
S -0.24974 -0.56044 2.56300 -0.1061 -0.2693 0.0725 0.037
C -0.05542 2.57603 2.48450 0.0422 -0.0943 0.0446 0.008
C 0.68255 3.75316 2.39242 -0.0641 -0.0422 -0.0236 0.013
C 0.19903 4.91488 2.97013 0.0621 0.1131 0.0042 0.002
C -1.01413 4.90407 3.64516 -0.0373 -0.0226 0.0237 0.000
C -1.75012 3.73161 3.73522 -0.0374 0.0705 0.0374 0.001
C -1.27147 2.56623 3.15705 0.0287 -0.0278 -0.0908 -0.003
C 2.35948 1.00322 2.03858 0.0915 -0.1166 0.2958 0.347
C 3.13145 0.87438 0.76548 -0.0110 -0.1912 -0.0540 -0.066
C 4.59499 0.77419 0.99009 -0.0142 -0.0943 -0.0778 0.288
C 5.13106 0.69040 2.22843 0.1708 0.1880 -0.0426 -0.140
C 4.32399 0.71062 3.39419 0.1568 -0.0600 0.0511 0.405
C 2.94221 0.83977 3.27009 -0.3293 0.2929 -0.1785 -0.138
C -0.82418 3.41413 -0.68789 -0.0771 0.0066 0.0774 0.003
C 0.31135 4.13001 -1.06142 -0.0541 0.0175 0.0157 0.001
C 0.32437 5.51250 -0.97287 0.1067 0.0077 -0.0625 0.000
C -0.79158 6.19207 -0.50512 -0.0681 0.0494 0.0665 0.000
C -1.91974 5.48355 -0.12162 0.0002 0.0639 -0.0098 0.000
C -1.93821 4.09886 -0.22074 0.0603 -0.0252 0.0086 0.001
C -0.41311 1.34908 -2.60658 -0.1489 -0.1666 0.0074 0.002
C 0.91153 1.25619 -3.02752 0.0636 0.0582 -0.0169 -0.003
C 1.20649 1.04609 -4.36664 0.0188 0.0360 -0.0676 0.000
C 0.18438 0.94124 -5.29918 -0.0009 -0.0276 -0.0248 0.000
C -1.13682 1.03959 -4.88685 0.0041 0.0347 -0.0501 0.000
C -1.43306 1.23591 -3.54634 0.0191 -0.0093 0.0037 0.000
H 1.63138 3.74344 1.86943 0.0060 0.0498 0.0056 -0.012
H 0.76953 5.83351 2.90547 0.0117 -0.0171 -0.0373 0.000
H -1.38277 5.81071 4.10999 -0.0029 0.0103 -0.0261 0.000
H -2.69439 3.72528 4.26615 -0.0062 -0.0112 -0.0212 0.000
H -1.82302 1.63628 3.21682 -0.0126 0.0132 0.0184 0.002
H 2.87614 1.72118 0.09963 0.0366 0.0377 0.1208 0.097
H 5.22200 0.72684 0.11008 0.0364 0.0031 0.0343 0.009
H 6.20712 0.61240 2.33588 -0.0097 -0.0364 0.0067 -0.004
H 4.78566 0.63098 4.36944 -0.0358 -0.0261 0.0149 0.031
H 2.30662 0.85607 4.14926 0.0484 -0.0748 0.0346 -0.004
H 1.18244 3.59399 -1.41534 0.0192 0.0021 0.0202 -0.003
H 1.20873 6.06562 -1.26758 -0.0005 -0.0209 -0.0083 0.000
H -0.77878 7.27366 -0.43685 0.0038 -0.0056 0.0132 0.000
H -2.78912 6.00994 0.25406 0.0018 -0.0106 0.0056 0.000
H -2.81196 3.52869 0.06856 -0.0151 -0.0066 0.0002 0.000
H 1.71272 1.33606 -2.30474 -0.0333 -0.0298 0.0158 0.005
H 2.23946 0.96366 -4.68284 0.0071 0.0024 0.0151 0.000
H 0.41807 0.77845 -6.34458 -0.0044 -0.0061 -0.0009 0.000
H -1.93795 0.95885 -5.61178 -0.0061 -0.0067 0.0120 0.000
H -2.46100 1.29229 -3.20892 0.0033 -0.0395 0.0128 0.000
C 0.93802 -7.11534 1.33513 -0.0671 -0.0614 -0.1059 0.000
C 0.30400 -6.94732 -0.04847 0.0678 0.0560 0.2172 0.000
C 0.47436 -5.54612 -0.54644 0.2428 0.2018 -0.5389 0.000
N 0.14852 -4.49864 0.11248 -0.0050 -0.3068 0.3573 0.000
N 0.42998 -3.32888 -0.51147 0.2464 -0.0025 -0.5019 0.000
C 0.94708 -3.47352 -1.69752 -0.0923 -0.9841 0.2115 0.001
N 1.13160 -2.47093 -2.58273 -0.1343 0.4339 -0.0481 0.001
S 1.18368 -5.16447 -2.11262 -0.1671 0.2920 0.3526 0.000
H 0.70345 -8.09699 1.74996 0.0245 -0.0004 0.0031 0.000
H 0.55563 -6.34655 2.00350 0.0268 -0.0115 0.0405 0.000
H 2.02143 -7.01069 1.27553 0.0022 0.0306 0.0320 0.000
H -0.76424 -7.16999 0.01146 0.0093 -0.0017 -0.0798 0.000
H 0.74992 -7.63884 -0.76450 -0.0565 -0.0401 -0.0014 0.000
H 1.11202 -1.55845 -2.11960 0.1208 0.0277 0.0371 0.001
H 1.90957 -2.57348 -3.21150 0.1153 0.0008 0.0134 0.000
S 3.50532 -1.66214 -0.28216 0.0286 -0.4123 -0.1560 0.004
C 2.50772 -0.33810 0.00454 -0.4566 0.3126 -0.4526 0.052
N 1.23865 -0.19871 -0.37030 0.5809 0.4624 0.0283 0.013
N -2.99492 -2.31745 1.96023 0.2269 0.0869 0.1457 -0.002
C -3.14175 -2.80835 0.71430 -0.0778 -0.1405 -0.4067 0.000
C -4.23673 -3.63772 0.38794 -0.0700 -0.0087 0.0809 0.000
C -4.34955 -4.13831 -0.88374 0.0860 0.0963 0.0377 0.000
C -3.38902 -3.79507 -1.83399 -0.0120 -0.0484 -0.1204 0.000
C -2.35707 -2.97200 -1.43852 -0.1027 -0.0479 -0.0966 0.000
N -2.20767 -2.50148 -0.19782 -0.3076 0.2039 0.0949 0.000
H -3.74516 -2.38667 2.61910 -0.0352 0.0079 -0.0093 0.000
H -2.25728 -1.64052 2.12290 -0.0641 0.1023 0.0029 0.002
H -4.97467 -3.85971 1.14919 0.0210 -0.0352 0.0004 0.000
H -5.17826 -4.78312 -1.14955 -0.0218 0.0083 0.0322 0.000
H -3.45023 -4.15331 -2.85205 0.0368 0.0399 -0.0032 0.000
H -1.60176 -2.65999 -2.15168 -0.0059 -0.0305 0.0234 0.000